Density functional theory data (ωB97M-V with the def2-TZVPD basis set) for 18 unconnected molecules or ions with the total composition C28H25B2Cl68NO2S2.

Summary:
LUMO ... -0.008 hartree
E_tot ... -909571.6759 eV
Orbital gap ... 8.20 eV

Cartesian coordinates (Å):
C -2.314 -2.114 2.439
C -2.162 -1.101 3.581
B -1.820 0.339 3.043
C -2.930 1.367 2.592
C -4.406 0.944 2.734
C -4.970 1.299 4.113
S -5.921 2.840 4.213
C -7.582 2.306 4.096
S -8.716 3.160 4.873
N -7.809 1.193 3.256
C -8.338 0.026 3.956
C -8.180 -1.210 3.078
C -8.445 1.575 1.978
C -9.939 1.298 1.829
C -0.296 0.776 3.000
B 0.117 1.679 1.798
O 0.942 1.211 0.810
O -0.324 3.011 1.725
H -3.110 -1.832 1.746
H -1.389 -2.164 1.865
H -2.538 -3.103 2.837
H -3.062 -1.071 4.204
H -1.336 -1.428 4.219
H -2.745 1.661 1.555
H -2.775 2.261 3.208
H -5.000 1.402 1.945
H -4.514 -0.138 2.611
H -4.179 1.379 4.859
H -5.647 0.512 4.439
H -9.355 0.146 4.345
H -7.710 -0.119 4.840
H -7.149 -1.234 2.725
H -8.871 -1.222 2.240
H -8.331 -2.112 3.672
H -7.890 1.103 1.167
H -8.308 2.651 1.864
H -10.354 2.019 1.123
H -10.480 1.426 2.764
H -10.137 0.314 1.406
H 0.328 -0.124 3.018
H -0.096 1.309 3.938
H 0.975 1.878 0.118
H -0.983 3.145 1.048
C -5.214 -5.014 2.519
Cl -3.940 -5.797 3.458
Cl -6.707 -5.945 2.657
Cl -5.483 -3.381 3.136
Cl -4.727 -4.921 0.824
C 1.803 -2.366 -0.906
Cl 2.807 -0.920 -0.888
Cl 0.804 -2.391 0.550
Cl 0.764 -2.349 -2.334
Cl 2.818 -3.809 -0.934
C -6.652 0.101 -1.626
Cl -6.404 -0.745 -0.095
Cl -5.515 1.448 -1.738
Cl -6.392 -1.019 -2.963
Cl -8.300 0.728 -1.681
C 5.232 2.755 -1.669
Cl 3.862 2.126 -0.746
Cl 4.931 2.543 -3.394
Cl 5.435 4.465 -1.307
Cl 6.679 1.833 -1.218
C 10.130 5.034 -2.047
Cl 9.386 6.297 -3.033
Cl 10.689 5.734 -0.521
Cl 8.937 3.774 -1.716
Cl 11.506 4.344 -2.906
C 15.806 3.975 -2.026
Cl 14.422 4.644 -1.167
Cl 16.072 4.900 -3.503
Cl 17.247 4.027 -1.010
Cl 15.437 2.304 -2.472
C 2.700 -7.892 0.716
Cl 3.279 -8.836 2.091
Cl 2.173 -8.978 -0.571
Cl 1.344 -6.879 1.224
Cl 4.008 -6.865 0.130
C -5.239 4.926 8.477
Cl -6.831 4.933 9.240
Cl -5.380 4.286 6.834
Cl -4.604 6.577 8.430
Cl -4.142 3.906 9.418
C 2.192 -9.078 5.940
Cl 1.798 -8.786 7.635
Cl 3.931 -8.874 5.698
Cl 1.730 -10.724 5.500
Cl 1.321 -7.933 4.920
C 14.813 5.451 -7.386
Cl 15.933 6.816 -7.316
Cl 13.751 5.498 -5.978
Cl 13.847 5.554 -8.861
Cl 15.733 3.944 -7.385
C -9.924 4.975 -1.629
Cl -8.749 4.346 -0.472
Cl -11.040 6.064 -0.809
Cl -9.075 5.845 -2.905
Cl -10.840 3.625 -2.327
C 8.294 -6.684 0.903
Cl 6.923 -7.191 1.888
Cl 7.917 -6.953 -0.803
Cl 8.606 -4.964 1.167
Cl 9.731 -7.608 1.339
C -10.693 4.761 -7.095
Cl -10.023 3.541 -8.179
Cl -10.884 4.067 -5.485
Cl -9.583 6.137 -7.001
Cl -12.255 5.313 -7.703
C -5.455 2.981 -8.142
Cl -6.775 4.090 -7.777
Cl -4.806 3.340 -9.744
Cl -4.176 3.156 -6.936
Cl -6.063 1.321 -8.113
C 14.097 -6.107 0.700
Cl 14.457 -6.449 2.395
Cl 15.014 -4.691 0.178
Cl 14.552 -7.498 -0.289
Cl 12.369 -5.802 0.521
C -3.419 -3.969 -4.250
Cl -3.550 -3.968 -2.489
Cl -2.016 -3.018 -4.738
Cl -3.243 -5.625 -4.830
Cl -4.878 -3.252 -4.940
C 13.090 1.108 -6.661
Cl 12.183 2.474 -7.316
Cl 13.870 1.587 -5.150
Cl 11.984 -0.235 -6.353
Cl 14.321 0.604 -7.822

Atomic partial charges in e from the Löwdin method, atoms 1 to 8:
1 C -0.12
2 C -0.17
3 B -0.29
4 C -0.10
5 C -0.26
6 C -0.44
7 S 0.86
8 C -1.15

=====

Density functional theory data (ωB97M-V with the def2-TZVPD basis set) for 5 unconnected molecules or ions with the total composition C30H71Br3N4OSi at a distorted geometry.

Summary:
LUMO ... 0.010 hartree
E_tot ... -258274.4124 eV
Orbital gap ... 8.35 eV

Cartesian coordinates (Å):
C -1.025 -2.469 -1.517
C -2.568 -2.377 -2.014
Br -3.646 -3.344 -0.662
C -2.909 -0.825 -2.140
Br -1.648 -0.050 -3.472
Si -4.686 -0.431 -2.739
C -4.735 1.484 -3.031
Br -5.211 -1.358 -4.766
C -6.045 -0.757 -1.400
C -7.170 -1.783 -1.868
O -7.935 -2.239 -1.001
H -0.307 -2.618 -2.390
H -0.852 -3.312 -0.782
H -0.719 -1.488 -1.013
H -2.589 -2.940 -2.999
H -2.707 -0.340 -1.133
H -3.910 1.832 -3.732
H -4.566 2.002 -2.035
H -5.765 1.690 -3.463
H -5.616 -1.092 -0.405
H -6.585 0.231 -1.187
H -7.361 -2.102 -2.940
C -0.090 -0.071 2.249
C 1.136 -0.766 2.832
N 1.746 -1.727 1.923
C 2.716 -2.604 2.570
C 3.974 -1.959 3.145
C 2.142 -1.214 0.617
C 3.118 -0.038 0.575
H -0.825 -0.800 1.896
H -0.568 0.541 3.018
H 0.172 0.591 1.420
H 0.806 -1.295 3.731
H 1.854 -0.003 3.164
H 3.010 -3.397 1.874
H 2.202 -3.129 3.385
H 4.672 -1.663 2.361
H 4.497 -2.679 3.782
H 3.747 -1.087 3.762
H 1.235 -0.920 0.078
H 2.552 -2.032 0.014
H 2.847 0.755 1.275
H 3.119 0.400 -0.427
H 4.141 -0.353 0.784
C 7.355 3.157 -0.556
C 6.627 2.426 0.566
N 7.494 2.048 1.673
C 6.881 1.094 2.592
C 5.653 1.555 3.376
C 8.242 3.129 2.302
C 7.454 4.307 2.873
H 8.214 2.581 -0.909
H 6.679 3.303 -1.403
H 7.702 4.144 -0.242
H 6.200 1.517 0.129
H 5.780 3.039 0.901
H 7.637 0.735 3.298
H 6.598 0.207 2.013
H 5.920 2.246 4.176
H 5.176 0.692 3.847
H 4.905 2.028 2.735
H 8.953 3.523 1.568
H 8.881 2.717 3.090
H 6.687 4.669 2.186
H 8.134 5.141 3.069
H 6.981 4.055 3.822
C 2.417 2.625 5.817
C 1.978 1.408 6.623
N 3.082 0.544 7.017
C 2.651 -0.760 7.512
C 1.830 -0.793 8.801
C 4.155 1.177 7.774
C 3.791 1.882 9.080
H 3.014 2.328 4.951
H 1.539 3.163 5.450
H 3.000 3.325 6.420
H 1.294 0.835 5.988
H 1.392 1.745 7.488
H 3.526 -1.408 7.634
H 2.060 -1.239 6.723
H 2.445 -0.596 9.679
H 1.398 -1.789 8.933
H 1.002 -0.081 8.783
H 4.647 1.907 7.122
H 4.938 0.438 7.978
H 2.913 2.522 8.978
H 4.622 2.519 9.396
H 3.613 1.171 9.887
C -8.480 0.646 -8.254
C -8.799 -0.439 -9.277
N -7.616 -1.016 -9.900
C -7.915 -1.821 -11.080
C -8.743 -3.090 -10.882
C -6.624 -1.580 -8.994
C -7.074 -2.679 -8.033
H -7.847 1.423 -8.689
H -9.406 1.119 -7.916
H -7.980 0.240 -7.372
H -9.413 0.027 -10.055
H -9.426 -1.204 -8.801
H -6.979 -2.085 -11.584
H -8.444 -1.181 -11.796
H -8.161 -3.884 -10.413
H -9.071 -3.468 -11.855
H -9.640 -2.911 -10.285
H -6.203 -0.762 -8.398
H -5.770 -1.947 -9.574
H -8.013 -2.436 -7.531
H -6.318 -2.817 -7.255
H -7.187 -3.638 -8.539

Atomic partial charges in e from the Löwdin method, atoms 1 to 8:
1 C -0.21
2 C -0.79
3 Br 0.68
4 C -0.80
5 Br 0.67
6 Si 0.17
7 C -0.26
8 Br 0.38

=====

Density functional theory data (ωB97M-V with the def2-TZVPD basis set) for a molecular structure, C26H34N2O9 at a distorted geometry.

Summary:
LUMO ... 0.009 hartree
E_tot ... -48898.9438 eV
Orbital gap ... 7.20 eV
Energy above the lowest of the compared OMol25 structures with the same formula, charge and spin ... 2085.1 kJ/mol

Cartesian coordinates (Å):
C -0.226 1.452 5.688
C -0.889 1.677 4.270
O -1.319 2.652 3.896
N -0.918 0.530 3.673
C -1.378 0.481 2.437
C -1.926 1.320 1.676
C -2.439 1.034 0.411
C -2.165 -0.248 -0.140
C -1.760 -1.293 0.720
C -1.428 -1.005 1.919
H -0.965 -2.044 2.610
H -1.711 -2.376 0.420
O -2.787 -0.230 -1.431
C -2.712 -1.796 -2.085
C -1.224 -1.984 -2.535
O -1.107 -1.552 -3.727
C -1.208 0.026 -3.850
C -0.396 0.448 -5.007
O 0.960 1.155 -4.818
C 1.975 0.368 -4.533
C 2.135 -0.497 -3.361
O 1.798 -0.035 -2.091
C 1.866 -0.698 -1.033
C 1.895 -2.098 -0.935
C 2.295 -2.661 0.193
C 1.849 -1.989 1.320
C 1.561 -0.455 1.397
C 1.777 0.003 0.141
O 1.371 1.407 0.452
C 1.588 2.387 -0.703
C 0.525 2.535 -1.577
O -0.146 3.903 -1.253
C -0.970 3.798 -0.122
C -2.480 3.469 -0.213
H -2.918 3.934 -1.053
H -2.905 3.410 0.599
O -2.436 2.085 -0.611
H -0.666 3.097 0.677
H -1.003 4.840 0.234
H 0.702 2.471 -2.511
H -0.435 1.733 -1.486
H 2.382 1.913 -1.157
H 1.842 3.338 -0.052
H 1.440 0.039 2.365
N 1.969 -2.772 2.681
C 1.597 -2.325 3.722
O 1.174 -1.226 4.167
C 1.712 -3.443 4.715
H 2.992 -3.933 4.739
H 1.630 -3.316 5.964
H 1.222 -4.385 4.556
H 2.188 -3.721 2.393
H 2.243 -3.702 -0.006
H 2.017 -2.481 -1.963
H 2.898 -1.047 -3.529
H 1.150 -1.481 -3.632
H 2.312 0.021 -5.449
H 2.767 1.193 -4.292
H -0.892 1.067 -5.642
H -0.298 -0.526 -5.857
H -0.607 0.461 -2.975
H -2.204 0.190 -3.931
H -1.192 -3.111 -2.752
H -0.692 -1.811 -1.634
H -3.193 -2.419 -1.396
H -3.480 -1.587 -2.940
H -1.947 2.331 2.019
H -0.426 -0.452 4.039
H 0.682 0.968 5.741
H -0.262 2.200 6.093
H -0.805 0.766 6.354

Atomic partial charges in e from the natural (NBO) method, atoms 1 to 8:
1 C -0.67
2 C 0.71
3 O -0.59
4 N -0.65
5 C 0.17
6 C -0.35
7 C 0.27
8 C 0.28